{"formula": "C52H115NO23S9", "method": "wB97M-V/def2-TZVPD", "energy_ha": -7419.0269, "spin_multiplicity": 1, "charge": 0, "elements": ["C", "C", "C", "O", "H", "H", "H", "H", "H", "H", "H", "H", "C", "C", "C", "O", "H", "H", "H", "H", "H", "H", "H", "H", "C", "C", "C", "O", "H", "H", "H", "H", "H", "H", "H", "H", "C", "C", "C", "O", "H", "H", "H", "H", "H", "H", "H", "H", "C", "C", "C", "O", "C", "N", "H", "H", "H", "H", "H", "H", "H", "H", "H", "H", "H", "C", "C", "C", "S", "O", "O", "C", "H", "H", "H", "H", "H", "H", "H", "H", "C", "C", "C", "S", "O", "O", "C", "H", "H", "H", "H", "H", "H", "H", "H", "C", "C", "C", "S", "O", "O", "C", "H", "H", "H", "H", "H", "H", "H", "H", "C", "C", "C", "S", "O", "O", "C", "H", "H", "H", "H", "H", "H", "H", "H", "C", "C", "C", "S", "O", "O", "C", "H", "H", "H", "H", "H", "H", "H", "H", "C", "C", "C", "S", "O", "O", "C", "H", "H", "H", "H", "H", "H", "H", "H", "C", "C", "C", "S", "O", "O", "C", "H", "H", "H", "H", "H", "H", "H", "H", "C", "C", "C", "S", "O", "O", "C", "H", "H", "H", "H", "H", "H", "H", "H", "C", "C", "C", "S", "O", "O", "C", "H", "H", "H", "H", "H", "H", "H", "H"], "positions_angstrom": [[3.07, 5.23, -0.37], [3.83, 3.91, -0.46], [5.09, 3.94, 0.43], [3.08, 2.81, -0.07], [2.27, 5.22, -1.11], [3.68, 6.11, -0.58], [2.53, 5.42, 0.56], [4.17, 3.76, -1.49], [5.75, 3.08, 0.33], [4.63, 4.01, 1.41], [5.60, 4.90, 0.35], [2.54, 2.98, 0.70], [-3.65, 0.27, -3.80], [-4.96, 1.01, -3.88], [-4.81, 2.48, -3.75], [-5.51, 0.81, -5.15], [-3.25, 0.23, -2.78], [-2.78, 0.65, -4.34], [-3.84, -0.77, -4.05], [-5.62, 0.61, -3.11], [-4.44, 2.82, -2.78], [-5.67, 3.08, -4.05], [-4.02, 2.87, -4.40], [-6.39, 0.48, -4.97], [-4.47, -3.08, -1.55], [-5.49, -3.83, -0.61], [-5.96, -3.02, 0.57], [-6.53, -4.23, -1.49], [-3.58, -2.87, -0.95], [-4.91, -2.18, -1.98], [-4.20, -3.69, -2.41], [-5.00, -4.69, -0.18], [-6.75, -3.48, 1.16], [-6.34, -2.11, 0.09], [-5.11, -2.67, 1.16], [-7.28, -4.52, -0.96], [-2.27, 5.24, -2.07], [-1.81, 4.39, -0.85], [-2.52, 2.99, -0.87], [-0.41, 4.14, -0.68], [-1.73, 4.91, -2.96], [-1.92, 6.26, -1.98], [-3.36, 5.19, -2.16], [-2.27, 4.87, 0.01], [-3.59, 3.00, -0.64], [-1.93, 2.45, -0.13], [-2.53, 2.45, -1.82], [-0.19, 3.28, -1.04], [1.04, -0.71, -1.46], [0.13, 0.40, -0.81], [-0.03, 0.34, 0.70], [-0.69, -0.90, 1.09], [-2.08, -0.95, 0.74], [0.61, 1.65, -1.33], [2.06, -0.59, -1.12], [1.18, -0.57, -2.53], [0.72, -1.73, -1.24], [-0.90, 0.38, -1.15], [-0.63, 1.18, 1.06], [0.93, 0.33, 1.21], [-2.70, -0.25, 1.30], [-2.52, -1.93, 0.97], [-2.32, -0.87, -0.32], [1.56, 1.68, -1.00], [0.77, 1.56, -2.32], [-4.00, -5.52, 2.45], [-2.82, -4.55, 2.58], [-1.69, -5.15, 3.43], [-2.54, -6.04, 4.80], [-3.01, -4.94, 5.68], [-1.77, -7.20, 5.26], [-3.92, -6.58, 3.64], [-4.02, -5.96, 1.45], [-4.98, -5.04, 2.49], [-3.11, -3.68, 3.17], [-2.55, -4.23, 1.58], [-1.00, -4.44, 3.88], [-1.02, -5.80, 2.87], [-4.83, -6.77, 4.21], [-3.64, -7.52, 3.17], [2.54, 4.41, -5.84], [2.00, 5.08, -4.57], [1.82, 3.88, -3.64], [1.07, 2.54, -4.71], [-0.37, 2.64, -4.66], [1.64, 1.26, -4.31], [1.71, 3.23, -6.33], [3.56, 4.05, -5.72], [2.67, 5.12, -6.66], [1.12, 5.66, -4.84], [2.75, 5.81, -4.26], [1.28, 4.01, -2.70], [2.77, 3.49, -3.29], [0.86, 3.60, -6.90], [2.26, 2.43, -6.81], [-3.71, 2.13, 3.92], [-3.53, 3.25, 2.83], [-4.91, 3.41, 2.17], [-5.39, 1.65, 1.86], [-4.57, 1.06, 0.79], [-6.84, 1.52, 1.80], [-4.81, 1.07, 3.48], [-3.96, 2.60, 4.87], [-2.79, 1.60, 4.15], [-2.75, 2.92, 2.15], [-3.15, 4.22, 3.15], [-4.99, 3.97, 1.24], [-5.66, 3.77, 2.87], [-4.49, 0.03, 3.44], [-5.68, 1.06, 4.13], [0.92, 5.57, 5.48], [2.24, 4.86, 5.56], [2.21, 3.51, 4.90], [0.90, 3.58, 3.51], [-0.19, 2.62, 3.69], [1.58, 3.74, 2.21], [0.37, 5.36, 4.06], [0.84, 6.63, 5.71], [0.27, 5.08, 6.21], [2.58, 4.84, 6.59], [2.97, 5.42, 4.98], [1.80, 2.77, 5.59], [3.20, 3.16, 4.61], [-0.71, 5.44, 3.93], [0.85, 6.11, 3.43], [6.14, -0.51, 3.59], [5.25, 0.68, 3.21], [4.66, 0.41, 1.80], [4.19, -1.45, 1.88], [4.78, -2.15, 0.75], [2.74, -1.55, 2.12], [5.20, -1.68, 3.49], [6.53, -0.35, 4.60], [6.87, -0.59, 2.79], [5.78, 1.62, 3.36], [4.40, 0.77, 3.89], [5.35, 0.60, 0.99], [3.74, 0.97, 1.63], [5.81, -2.59, 3.42], [4.52, -1.79, 4.33], [4.85, -1.44, -2.61], [5.34, -1.57, -4.10], [6.40, -0.47, -4.21], [5.77, 0.95, -3.20], [5.28, 2.06, -4.01], [6.76, 1.19, -2.16], [4.32, -0.03, -2.53], [5.64, -1.60, -1.88], [4.08, -2.13, -2.26], [4.48, -1.61, -4.76], [5.88, -2.51, -4.17], [6.73, -0.17, -5.20], [7.34, -0.82, -3.79], [3.48, 0.12, -3.22], [4.06, 0.49, -1.61], [-1.41, -0.72, 6.04], [-1.24, -1.41, 4.66], [0.14, -0.91, 4.12], [1.26, -0.81, 5.57], [1.93, 0.46, 5.48], [2.10, -2.02, 5.70], [-0.11, -0.82, 6.85], [-2.21, -1.13, 6.65], [-1.60, 0.33, 5.83], [-2.05, -1.18, 3.97], [-1.18, -2.45, 4.96], [0.01, 0.05, 3.61], [0.70, -1.50, 3.39], [0.28, -0.03, 7.50], [-0.04, -1.79, 7.33], [2.17, -4.13, 0.06], [0.72, -3.98, 0.61], [-0.21, -4.87, -0.28], [0.81, -6.32, -0.80], [0.11, -6.88, -1.97], [1.21, -7.14, 0.38], [2.21, -5.20, -1.14], [2.82, -4.54, 0.83], [2.62, -3.17, -0.22], [0.26, -3.00, 0.76], [0.64, -4.43, 1.60], [-0.56, -4.37, -1.18], [-1.08, -5.27, 0.24], [1.91, -4.64, -2.03], [3.15, -5.74, -1.26], [0.52, -4.30, -5.67], [0.92, -3.04, -4.98], [-0.26, -2.25, -4.46], [-1.59, -2.50, -5.71], [-1.58, -1.33, -6.58], [-2.83, -2.90, -5.01], [-0.66, -3.88, -6.58], [0.18, -5.04, -4.94], [1.34, -4.87, -6.11], [1.40, -2.39, -5.72], [1.60, -3.20, -4.14], [-0.13, -1.17, -4.51], [-0.62, -2.59, -3.49], [-0.31, -3.47, -7.53], [-1.36, -4.68, -6.78]], "mulliken_charge": [-1.146, 0.954, -1.251, 1.562, -0.023, 0.556, -0.085, 0.001, 0.189, 0.144, 0.441, -0.507, -0.659, 0.451, -1.222, -0.549, -0.140, 0.606, 0.167, 0.280, 0.010, 0.382, 0.299, 0.420, -0.747, 0.826, -1.127, -0.572, -0.082, 0.236, 0.446, -0.190, 0.459, 0.506, -0.067, 0.326, -1.627, 0.477, 0.347, -0.176, 0.239, 0.408, 0.425, 0.255, 0.576, -1.307, 0.212, 0.248, 0.752, 1.598, -0.027, 1.238, 0.476, 1.536, -0.811, -0.304, -0.192, -0.974, -0.642, -0.129, -0.239, -0.811, 0.048, -0.620, -1.085, -0.738, 1.267, -0.875, 1.120, -0.624, -0.665, -0.798, 0.290, 0.147, 0.071, -0.575, 0.180, 0.424, 0.484, 0.341, -0.715, -0.641, 0.984, 1.046, -0.738, -0.557, -0.704, 0.188, 0.475, 0.342, 0.391, -0.653, -0.266, 0.365, 0.424, 0.202, 0.307, -1.015, 0.983, -0.181, -0.805, -0.732, 0.511, -0.661, -0.522, 0.389, 0.433, 0.421, 0.199, 0.476, -0.592, -0.737, -0.220, 0.977, -0.487, -1.118, -0.757, 0.412, 0.232, 0.404, 0.316, 0.234, 0.106, 0.324, 0.337, -0.617, -0.326, -0.003, 1.047, -0.750, -0.408, -1.016, 0.400, 0.310, 0.382, -0.004, 0.311, -0.415, 0.519, 0.285, -0.155, -0.658, -0.834, 1.204, -0.628, -0.736, 0.810, 0.382, -0.275, 0.259, 0.405, 0.455, 0.372, -0.182, -0.346, -0.835, 0.251, 1.221, 1.310, -0.619, -0.777, -1.072, 0.665, 0.121, -0.113, 0.043, -0.736, -0.293, 0.543, 0.315, 0.341, 0.379, -0.599, 1.075, -0.694, -0.658, -0.485, 0.436, -0.684, -0.419, 0.574, -0.007, 0.280, -0.175, 0.611, -0.687, -0.310, 0.425, 1.227, -0.686, -0.616, -0.877, 0.197, 0.459, 0.233, 0.123, -0.343, 0.017, 0.336, 0.500]}

***

{"formula": "C52H120N8O8", "method": "wB97M-V/def2-TZVPD", "energy_ha": -3092.7743, "spin_multiplicity": 1, "charge": 0, "smiles": "CC1(C)CCCC(C)(C)N1O.CC1(C)CCCC(C)(C)N1O.CC1(C)CCCC(C)(C)N1O.CC1(C)CCCC(C)(C)N1O.COC[C@H](C)N.COC[C@H](C)N.COC[C@H](C)N.COC[C@H](C)N", "elements": ["C", "C", "C", "C", "C", "C", "C", "C", "C", "N", "O", "H", "H", "H", "H", "H", "H", "H", "H", "H", "H", "H", "H", "H", "H", "H", "H", "H", "H", "H", "C", "C", "C", "C", "C", "C", "C", "C", "C", "N", "O", "H", "H", "H", "H", "H", "H", "H", "H", "H", "H", "H", "H", "H", "H", "H", "H", "H", "H", "H", "C", "C", "C", "C", "C", "C", "C", "C", "C", "N", "O", "H", "H", "H", "H", "H", "H", "H", "H", "H", "H", "H", "H", "H", "H", "H", "H", "H", "H", "H", "C", "C", "C", "C", "C", "C", "C", "C", "C", "N", "O", "H", "H", "H", "H", "H", "H", "H", "H", "H", "H", "H", "H", "H", "H", "H", "H", "H", "H", "H", "C", "O", "C", "C", "C", "N", "H", "H", "H", "H", "H", "H", "H", "H", "H", "H", "H", "C", "O", "C", "C", "C", "N", "H", "H", "H", "H", "H", "H", "H", "H", "H", "H", "H", "C", "O", "C", "C", "C", "N", "H", "H", "H", "H", "H", "H", "H", "H", "H", "H", "H", "C", "O", "C", "C", "C", "N", "H", "H", "H", "H", "H", "H", "H", "H", "H", "H", "H"], "positions_angstrom": [[-10.54, 1.68, -7.60], [-11.18, 0.70, -6.57], [-10.58, 1.01, -5.15], [-12.69, 0.98, -6.32], [-13.67, 0.24, -7.31], [-13.28, -1.24, -7.45], [-11.78, -1.53, -7.76], [-11.66, -3.01, -7.58], [-11.46, -1.31, -9.26], [-10.95, -0.74, -6.84], [-9.64, -1.04, -6.91], [-10.96, 2.69, -7.57], [-9.46, 1.71, -7.49], [-10.81, 1.48, -8.64], [-10.83, 0.34, -4.33], [-9.49, 1.05, -5.18], [-10.92, 2.03, -4.95], [-12.95, 0.67, -5.31], [-12.76, 2.06, -6.46], [-14.68, 0.35, -6.93], [-13.63, 0.77, -8.26], [-13.87, -1.55, -8.32], [-13.64, -1.83, -6.61], [-10.63, -3.34, -7.72], [-12.29, -3.54, -8.29], [-11.83, -3.46, -6.60], [-10.41, -1.40, -9.54], [-11.93, -0.40, -9.62], [-11.90, -2.11, -9.85], [-9.51, -1.26, -5.98], [-1.18, 2.96, -4.02], [-1.32, 3.68, -2.56], [-0.01, 4.51, -2.35], [-2.47, 4.75, -2.50], [-3.81, 4.14, -2.33], [-3.78, 3.25, -1.11], [-2.75, 2.14, -1.13], [-2.70, 1.47, 0.27], [-3.25, 1.07, -2.16], [-1.46, 2.79, -1.42], [-0.46, 1.89, -1.48], [-0.65, 3.61, -4.72], [-2.16, 2.63, -4.36], [-0.54, 2.09, -3.96], [0.01, 5.29, -3.10], [0.93, 3.95, -2.34], [-0.01, 5.03, -1.39], [-2.22, 5.49, -1.74], [-2.55, 5.31, -3.43], [-4.07, 3.63, -3.25], [-4.57, 4.92, -2.28], [-4.75, 2.82, -0.88], [-3.54, 3.92, -0.28], [-2.00, 0.64, 0.35], [-2.49, 2.22, 1.03], [-3.63, 0.95, 0.54], [-3.56, 1.34, -3.17], [-2.47, 0.34, -2.38], [-4.18, 0.58, -1.88], [0.15, 2.26, -0.83], [-10.83, -9.72, -13.78], [-11.75, -10.37, -14.79], [-12.71, -9.23, -15.27], [-10.87, -10.88, -16.04], [-11.55, -11.93, -16.91], [-12.05, -13.04, -16.02], [-13.06, -12.58, -14.85], [-14.44, -12.20, -15.49], [-13.18, -13.72, -13.83], [-12.41, -11.51, -14.02], [-13.12, -11.03, -12.88], [-10.22, -8.89, -14.12], [-11.35, -9.37, -12.88], [-10.10, -10.50, -13.56], [-13.73, -9.33, -14.92], [-12.35, -8.22, -15.07], [-12.78, -9.29, -16.36], [-10.73, -10.04, -16.72], [-9.91, -11.31, -15.73], [-12.31, -11.47, -17.53], [-10.78, -12.29, -17.59], [-11.16, -13.51, -15.61], [-12.53, -13.81, -16.63], [-15.23, -12.73, -14.96], [-14.44, -12.68, -16.47], [-14.60, -11.12, -15.45], [-13.47, -14.62, -14.37], [-13.84, -13.43, -13.02], [-12.24, -14.00, -13.34], [-12.60, -11.26, -12.11], [-9.95, 5.35, -16.55], [-8.51, 5.68, -16.23], [-8.16, 5.52, -14.78], [-7.64, 4.73, -17.11], [-6.10, 5.02, -17.17], [-5.94, 6.42, -17.75], [-6.88, 7.52, -17.11], [-6.17, 8.06, -15.84], [-6.96, 8.70, -18.15], [-8.24, 7.09, -16.78], [-9.09, 8.06, -16.28], [-10.13, 5.27, -17.62], [-10.28, 4.48, -15.98], [-10.66, 6.16, -16.37], [-7.13, 5.85, -14.61], [-8.77, 6.25, -14.25], [-8.32, 4.46, -14.55], [-7.86, 3.69, -16.88], [-8.02, 4.70, -18.13], [-5.58, 5.04, -16.22], [-5.66, 4.30, -17.85], [-5.80, 6.39, -18.84], [-4.93, 6.76, -17.52], [-6.88, 8.09, -15.01], [-5.64, 9.01, -15.94], [-5.41, 7.32, -15.60], [-7.61, 8.40, -18.97], [-5.96, 8.94, -18.51], [-7.37, 9.62, -17.73], [-9.30, 8.63, -17.02], [-5.74, -6.29, -18.75], [-6.72, -5.78, -19.58], [-6.27, -5.09, -20.71], [-7.45, -4.60, -21.63], [-8.34, -3.56, -20.95], [-8.35, -5.67, -21.99], [-4.96, -5.55, -18.60], [-5.13, -7.08, -19.19], [-6.09, -6.62, -17.77], [-5.84, -4.15, -20.38], [-5.48, -5.65, -21.21], [-7.04, -4.13, -22.53], [-9.14, -3.17, -21.57], [-7.64, -2.74, -20.79], [-8.74, -3.83, -19.97], [-9.27, -5.31, -22.21], [-8.46, -6.27, -21.19], [0.97, 7.50, -14.21], [1.67, 8.21, -15.22], [2.33, 7.43, -16.24], [2.83, 8.39, -17.36], [1.65, 9.17, -18.09], [3.39, 7.68, -18.52], [1.56, 6.67, -13.83], [0.00, 7.11, -14.54], [0.83, 8.16, -13.36], [3.20, 6.95, -15.78], [1.67, 6.61, -16.51], [3.49, 9.12, -16.89], [1.97, 9.75, -18.95], [1.19, 9.87, -17.40], [0.79, 8.55, -18.32], [3.85, 6.79, -18.39], [2.64, 7.30, -19.09], [-5.12, -1.48, -14.24], [-3.83, -1.83, -13.71], [-3.81, -1.86, -12.31], [-3.95, -0.52, -11.65], [-2.75, 0.47, -11.68], [-4.27, -0.64, -10.23], [-5.07, -1.46, -15.33], [-5.47, -0.51, -13.91], [-5.90, -2.12, -13.86], [-4.49, -2.56, -11.82], [-2.87, -2.27, -11.95], [-4.80, 0.03, -12.05], [-1.89, -0.05, -11.26], [-3.05, 1.36, -11.13], [-2.52, 0.79, -12.70], [-5.01, -1.34, -10.18], [-4.89, 0.13, -10.03], [-2.91, -8.14, -8.72], [-1.77, -8.29, -9.41], [-1.47, -9.57, -9.92], [-0.38, -9.49, -11.04], [-0.91, -8.93, -12.41], [0.04, -10.86, -11.30], [-3.71, -8.70, -9.21], [-3.36, -7.15, -8.63], [-2.82, -8.70, -7.79], [-1.07, -10.29, -9.21], [-2.25, -10.21, -10.34], [0.51, -8.94, -10.75], [-1.14, -7.86, -12.40], [-1.78, -9.52, -12.68], [-0.14, -9.19, -13.15], [-0.75, -11.49, -11.34], [0.59, -11.24, -10.54]], "mulliken_charge": [-1.531, 1.419, -2.039, -1.129, -0.857, -1.130, 1.523, -2.019, -1.741, 0.337, -0.476, 0.382, 0.342, 0.333, 0.409, 0.498, 0.434, 0.423, 0.468, 0.399, 0.326, 0.386, 0.427, 0.415, 0.412, 0.447, 0.323, 0.352, 0.490, 0.376, -1.581, 1.447, -2.010, -1.133, -0.619, -1.274, 1.600, -1.923, -1.675, 0.189, -0.494, 0.434, 0.298, 0.357, 0.442, 0.423, 0.470, 0.420, 0.369, 0.320, 0.387, 0.446, 0.375, 0.404, 0.418, 0.391, 0.309, 0.398, 0.441, 0.371, -2.061, 1.566, -1.685, -1.244, -0.555, -1.316, 1.559, -1.412, -2.015, 0.265, -0.469, 0.436, 0.435, 0.479, 0.290, 0.388, 0.373, 0.387, 0.392, 0.303, 0.397, 0.382, 0.493, 0.412, 0.330, 0.204, 0.442, 0.465, 0.417, 0.342, -1.878, 1.458, -1.724, -1.337, -0.601, -1.495, 1.973, -1.685, -2.207, 0.129, -0.453, 0.433, 0.392, 0.385, 0.374, 0.382, 0.429, 0.544, 0.423, 0.298, 0.378, 0.454, 0.485, 0.298, 0.367, 0.360, 0.453, 0.472, 0.529, 0.362, -0.804, -0.297, -0.744, 0.471, -1.378, -0.756, 0.316, 0.321, 0.252, 0.336, 0.420, 0.263, 0.414, 0.338, 0.300, 0.259, 0.290, -0.743, -0.323, -0.650, 0.427, -1.426, -0.719, 0.312, 0.286, 0.249, 0.339, 0.352, 0.277, 0.380, 0.365, 0.374, 0.241, 0.261, -0.735, -0.318, -0.684, 0.576, -1.365, -0.822, 0.264, 0.272, 0.325, 0.407, 0.338, 0.222, 0.326, 0.336, 0.320, 0.248, 0.289, -0.782, -0.291, -0.740, 0.403, -1.348, -0.743, 0.331, 0.276, 0.312, 0.356, 0.348, 0.392, 0.318, 0.279, 0.382, 0.251, 0.257]}